Entry from the OMol25 dataset: a single C9H11N2P molecule (the ωB97M-V functional and the def2-TZVPD basis).

Properties
DFT total energy (Eh): -800.3596
Max |F| (Eh/bohr): 0.082
Highest occupied orbital energy (eV): -8.0
LUMO (Ha): 0.0124
Orbital gap (eV): 8.38
SMILES: Cc1ccc(C)c2c1N=CPN2

Structure (ORCA input):
```
! wB97M-V def2-TZVPD RIJCOSX def2/J DEFGRID3
* xyz 0 1
C 1.21071 2.77274 0.40658
C 0.96872 1.38388 -0.03271
C 1.95182 0.65390 -0.69972
C 1.70515 -0.68105 -0.97812
C 0.59333 -1.38110 -0.54891
C 0.14626 -2.74197 -0.92451
C -0.44185 -0.58304 0.02905
C -0.28671 0.80577 0.25742
N -1.37940 1.47485 0.63326
C -2.46184 1.01679 1.12912
P -2.77474 -0.77631 1.50553
N -1.60451 -1.21456 0.30283
H 0.77323 2.91226 1.28743
H 2.21047 3.04399 0.41680
H 0.74359 3.44564 -0.33197
H 2.95086 1.12264 -1.00981
H 2.48784 -1.09461 -1.51319
H 0.16994 -3.50322 -0.06968
H -0.82803 -2.57106 -1.41477
H 0.79370 -3.08439 -1.71672
H -3.28526 1.78576 1.08096
H -1.85966 -0.86975 2.56794
H -1.78361 -1.91718 -0.37681
*
```



Entry from the OMol25 dataset: an isolated ion of composition C9H11N2S and charge +1 (the ωB97M-V functional and the def2-TZVPD basis).

Properties
DFT total energy (Eh): -856.9390
Max |F| (Eh/bohr): 0.027
Highest occupied orbital energy (eV): -12.3
LUMO (Ha): -0.1354
Orbital gap (eV): 8.64

Structure (ORCA input):
```
! wB97M-V def2-TZVPD RIJCOSX def2/J DEFGRID3
* xyz 1 1
C -2.11739 -2.58959 0.12792
C -2.88789 -1.43772 0.20586
C -0.88255 -2.56131 -0.50428
C -2.43108 -0.26010 -0.35068
C -0.40217 -1.38656 -1.05012
C -1.17869 -0.22606 -0.97133
C 0.23137 1.52612 -1.82093
C 2.17838 0.94948 1.46105
C 1.94098 1.68268 0.35464
N -0.80433 0.95616 -1.55103
N 2.10134 1.41141 2.71187
S 2.02339 0.92196 -1.23298
H -2.48304 -3.51512 0.54431
H -3.85293 -1.46691 0.68723
H -0.29378 -3.46214 -0.58252
H -3.01744 0.64399 -0.30542
H 0.53747 -1.38098 -1.58184
H 0.31358 2.45102 -2.35826
H 2.45096 -0.09372 1.35814
H 1.65267 2.71944 0.37385
H 1.88421 2.37910 2.88509
H 2.36124 0.83436 3.49146
H 2.67568 1.90448 -1.89204
*
```